Record 1
A single C5H6O2 molecule in a non-equilibrium geometry, computed with ωB97M-V with the def2-TZVPD basis set.

## Properties
structure (SMILES): C[C@@H]1C=CC(=O)O1
maximum force: 1.002 eV/Å
DFT total energy: -9376.3275 eV
HOMO-LUMO gap: 10.88 eV
total charge: 0
HOMO: -10.39 eV

Atoms and positions in Å:
C (1.6074, 0.3841, 0.5273)
C (0.1920, -0.2716, 0.7347)
O (-0.5619, 0.9334, 0.5570)
C (-1.1991, 0.9119, -0.6384)
O (-1.5705, 1.9156, -1.1835)
C (-1.3225, -0.5190, -1.0238)
C (-0.5250, -1.2353, -0.2310)
H (1.6015, 1.4361, 0.8855)
H (2.3530, -0.1425, 1.1096)
H (1.8693, 0.4463, -0.5343)
H (0.1137, -0.6878, 1.7562)
H (-2.0321, -0.8445, -1.7757)
H (-0.5259, -2.3266, -0.1836)



Record 2
A single C5H6O2 molecule, computed with ωB97M-V with the def2-TZVPD basis set.

## Properties
structure (SMILES): C#C[C@H](C=O)CO
maximum force: 0.578 eV/Å
DFT total energy: -9374.6852 eV
HOMO-LUMO gap: 10.63 eV
total charge: 0
HOMO: -10.14 eV

Atoms and positions in Å:
O (-2.2703, -0.3687, 0.0873)
C (-0.9591, -0.8084, 0.2909)
C (0.0598, 0.1154, -0.4326)
C (-0.0232, 1.4864, 0.2213)
O (-1.0637, 2.1039, 0.2901)
C (1.4209, -0.4178, -0.4103)
C (2.5404, -0.8605, -0.3762)
H (-2.2759, 0.5930, 0.2300)
H (-0.6892, -0.8617, 1.3585)
H (-0.8767, -1.8169, -0.1227)
H (-0.2941, 0.2118, -1.4676)
H (0.9000, 1.8830, 0.6835)
H (3.5311, -1.2594, -0.3522)



Record 3
2 unconnected molecules or ions with the total composition C5H6O2 in a non-equilibrium geometry, computed with ωB97M-V with the def2-TZVPD basis set.

## Properties
structure (SMILES): CC1=CC1.O=C=O
maximum force: 3.949 eV/Å
DFT total energy: -9374.4778 eV
HOMO-LUMO gap: 9.42 eV
total charge: 0
HOMO: -8.97 eV

Atoms and positions in Å:
C (0.1309, 2.7078, 0.3513)
C (-0.8210, -1.3653, 0.7712)
C (0.5804, -0.9742, 1.2671)
C (0.3337, -0.8537, 0.0123)
C (0.3668, -0.4219, -1.3031)
O (0.5224, 3.7468, 0.0422)
O (-0.3132, 1.6671, 0.5450)
H (-1.1171, -2.3871, 0.6209)
H (-1.7360, -0.7764, 0.7280)
H (1.0644, -0.4121, 2.0105)
H (-0.7010, -0.5103, -1.6358)
H (0.9632, -1.0367, -1.9867)
H (0.7266, 0.6162, -1.4229)



Record 4
A single C5H6O2 molecule, computed with ωB97M-V with the def2-TZVPD basis set.

## Properties
structure (SMILES): O=C1CC2(CO2)C1
maximum force: 0.661 eV/Å
DFT total energy: -9375.0223 eV
HOMO-LUMO gap: 10.55 eV
total charge: 0
HOMO: -9.79 eV

Atoms and positions in Å:
O (-2.8375, -0.4431, 0.0103)
C (-1.6559, -0.2424, -0.0465)
C (-0.7868, 1.0264, 0.0432)
C (0.4218, 0.1193, -0.2047)
C (1.7871, 0.1960, 0.2895)
O (1.4693, 0.4365, -1.0839)
C (-0.4314, -1.1510, -0.2259)
H (-0.7982, 1.5084, 1.0258)
H (-0.9839, 1.7751, -0.7331)
H (2.1190, 1.0471, 0.8821)
H (2.3249, -0.7371, 0.4661)
H (-0.3982, -1.8029, -1.1032)
H (-0.2302, -1.7323, 0.6802)



Record 5
A single C5H6O2 molecule in a non-equilibrium geometry, computed with ωB97M-V with the def2-TZVPD basis set.

## Properties
structure (SMILES): C#CCC(=O)CO
maximum force: 4.677 eV/Å
DFT total energy: -9373.7881 eV
HOMO-LUMO gap: 9.96 eV
total charge: 0
HOMO: -9.51 eV

Atoms and positions in Å:
C (-1.4745, 0.2687, 0.7302)
C (0.4399, 0.7312, -0.9195)
C (0.0086, 0.6957, 0.5140)
O (-1.8138, -0.9851, 0.1892)
C (1.4428, -0.4595, -0.6191)
C (2.3128, -1.2862, -0.6947)
O (0.5903, 1.2900, 1.4376)
H (-1.4919, -1.6651, 0.8064)
H (-2.1055, 1.0306, 0.2674)
H (-1.6608, 0.2723, 1.8076)
H (0.9373, 1.6724, -1.1652)
H (-0.3357, 0.3787, -1.6025)
H (3.1504, -1.9437, -0.7514)



Record 6
A single C5H6O2 molecule, computed with ωB97M-V with the def2-TZVPD basis set.

## Properties
structure (SMILES): C#CO/C=C\CO
maximum force: 0.521 eV/Å
DFT total energy: -9373.3512 eV
HOMO-LUMO gap: 10.23 eV
total charge: 0
HOMO: -9.43 eV

Atoms and positions in Å:
O (-1.8537, -0.5447, 0.7854)
C (-1.0591, -0.7572, -0.3695)
C (-0.6582, 0.5423, -1.0324)
C (0.2941, 1.4088, -0.7031)
O (1.2472, 1.3336, 0.3056)
C (1.6178, 0.1803, 0.7973)
C (2.0325, -0.8308, 1.2987)
H (-1.2850, -0.1452, 1.4564)
H (-0.1852, -1.3748, -0.1399)
H (-1.6916, -1.3229, -1.0578)
H (-1.2846, 0.8836, -1.8526)
H (0.4142, 2.3637, -1.2013)
H (2.4115, -1.7369, 1.7131)



Record 7
A single C5H6O2 molecule, computed with ωB97M-V with the def2-TZVPD basis set.

## Properties
maximum force: 0.649 eV/Å
DFT total energy: -9373.3215 eV
HOMO-LUMO gap: 10.12 eV
total charge: 0
HOMO: -10.82 eV

Atoms and positions in Å:
C (1.1703, -1.2972, -1.0746)
C (0.5437, -0.3941, -0.0451)
O (-0.0436, 0.6992, -0.7264)
C (-0.9250, 1.4727, -0.0715)
O (-1.3683, 2.4629, -0.5830)
C (-1.3046, 1.0127, 1.3083)
C (-0.9364, -0.0136, 2.0329)
H (1.9789, -0.7489, -1.5596)
H (1.5681, -2.2009, -0.6043)
H (0.4228, -1.5799, -1.8228)
H (1.2579, -0.0462, 0.7126)
H (-2.0332, 1.6208, 1.8525)
H (-0.2637, -0.9351, 0.4703)



Record 8
A single C5H6O2 molecule, computed with ωB97M-V with the def2-TZVPD basis set.

## Properties
structure (SMILES): O=CCC#CCO
maximum force: 0.600 eV/Å
DFT total energy: -9374.5908 eV
HOMO-LUMO gap: 10.70 eV
total charge: 0
HOMO: -10.02 eV

Atoms and positions in Å:
O (2.1472, 0.5662, -1.3330)
C (2.2881, -0.0948, -0.0888)
C (0.9673, -0.3274, 0.5129)
C (-0.1955, -0.3996, 0.8236)
C (-1.6551, -0.3888, 0.8386)
C (-2.1261, 0.2130, -0.4903)
O (-3.2633, 0.5380, -0.7064)
H (1.5962, 1.3461, -1.1815)
H (2.9299, 0.4741, 0.5983)
H (2.7862, -1.0448, -0.3021)
H (-2.0841, 0.1937, 1.6607)
H (-2.0688, -1.4021, 0.9166)
H (-1.3220, 0.3264, -1.2488)



Record 9
A molecular structure, C5H6O2, computed with ωB97M-V with the def2-TZVPD basis set.

## Properties
maximum force: 0.511 eV/Å
DFT total energy: -9370.7781 eV
HOMO-LUMO gap: 9.92 eV
total charge: 0
HOMO: -8.96 eV

Atoms and positions in Å:
O (2.0536, -1.0585, 0.6882)
C (0.2859, -0.4026, 0.6766)
C (0.2689, 0.9379, -0.0693)
O (0.4820, 0.2682, -1.3303)
C (-0.2776, -0.7875, -0.6951)
C (-1.6318, -0.1325, -0.4294)
C (-1.2491, 1.0739, 0.0119)
H (2.6017, -0.2727, 0.8318)
H (1.1713, -0.9669, 1.4374)
H (0.9230, 1.7829, 0.1426)
H (-0.2004, -1.7654, -1.1639)
H (-2.6116, -0.5849, -0.5079)
H (-1.8159, 1.9080, 0.4076)



Record 10
A single C5H6O2 molecule, computed with ωB97M-V with the def2-TZVPD basis set.

## Properties
structure (SMILES): C#C[C@H](C=O)CO
maximum force: 0.589 eV/Å
DFT total energy: -9374.7042 eV
HOMO-LUMO gap: 10.85 eV
total charge: 0
HOMO: -10.08 eV

Atoms and positions in Å:
O (-2.2896, -0.2939, 0.1214)
C (-0.9887, -0.8121, 0.1238)
C (0.0307, 0.1274, -0.5503)
C (0.0474, 1.5249, 0.0561)
O (-0.7052, 1.8968, 0.9256)
C (1.3785, -0.4176, -0.3690)
C (2.4407, -0.8709, -0.0289)
H (-2.2655, 0.4807, 0.7026)
H (-0.6272, -1.0377, 1.1377)
H (-1.0083, -1.7521, -0.4354)
H (-0.2197, 0.2428, -1.6155)
H (0.8321, 2.1958, -0.3482)
H (3.3749, -1.2841, 0.2803)



Record 11
A single C5H6O2 molecule, computed with ωB97M-V with the def2-TZVPD basis set.

## Properties
structure (SMILES): O=C1CO[C@H]2C[C@@H]12
maximum force: 0.489 eV/Å
DFT total energy: -9375.6810 eV
HOMO-LUMO gap: 10.54 eV
total charge: 0
HOMO: -9.65 eV

Atoms and positions in Å:
O (0.0064, -0.0377, 2.4379)
C (-0.1847, -0.0469, 1.2466)
C (-1.2765, 0.7485, 0.5251)
O (-1.1571, 0.4850, -0.8606)
C (-0.0717, -0.3776, -1.0898)
C (1.3035, 0.0927, -0.7597)
C (0.5496, -0.8200, 0.1979)
H (-1.1863, 1.8218, 0.7270)
H (-2.2555, 0.4117, 0.8914)
H (-0.2345, -1.0397, -1.9335)
H (1.4741, 1.1220, -0.4537)
H (2.1296, -0.3598, -1.3002)
H (0.8974, -1.8230, 0.4182)



Record 12
A single C5H6O2 molecule, computed with ωB97M-V with the def2-TZVPD basis set.

## Properties
structure (SMILES): C#CC(=O)[C@@H](C)O
maximum force: 0.769 eV/Å
DFT total energy: -9374.7668 eV
HOMO-LUMO gap: 10.56 eV
total charge: 0
HOMO: -10.56 eV

Atoms and positions in Å:
C (-1.3218, 1.0473, 0.1149)
C (-0.6964, -0.3287, 0.3267)
O (-1.6334, -1.3288, 0.0551)
C (0.5351, -0.5854, -0.5293)
O (0.5746, -1.5386, -1.2825)
C (1.7465, 0.1796, -0.2939)
C (2.8803, 0.3697, 0.0675)
H (-2.2775, 1.0630, 0.6468)
H (-1.5200, 1.2382, -0.9441)
H (-0.6872, 1.8444, 0.5155)
H (-0.3434, -0.3916, 1.3722)
H (-1.1495, -2.0138, -0.4382)
H (3.8927, 0.4447, 0.3894)



Record 13
A molecular structure, C5H6O2 in a non-equilibrium geometry, computed with ωB97M-V with the def2-TZVPD basis set.

## Properties
maximum force: 1.488 eV/Å
DFT total energy: -9372.9610 eV
HOMO-LUMO gap: 9.98 eV
total charge: 0
HOMO: -9.08 eV

Atoms and positions in Å:
O (-1.3830, -1.1960, 0.7955)
C (-0.4134, -0.4234, 0.2458)
C (-0.8403, 1.0722, 0.3471)
O (-1.7651, 0.8682, -0.7690)
C (-1.3720, -0.3958, -0.8963)
C (2.0356, -0.0235, 0.0967)
C (1.0102, -0.8579, 0.2341)
H (-0.1079, 1.8365, 0.0952)
H (-1.4341, 1.3112, 1.2274)
H (-1.8501, -0.9278, -1.7337)
H (1.9026, 1.0559, 0.0587)
H (3.0551, -0.3845, 0.0127)
H (1.1624, -1.9351, 0.2859)



Record 14
A molecular structure, C5H6O2 in a non-equilibrium geometry, computed with ωB97M-V with the def2-TZVPD basis set.

## Properties
maximum force: 3.009 eV/Å
DFT total energy: -9372.4260 eV
HOMO-LUMO gap: 9.27 eV
total charge: 0
HOMO: -8.53 eV

Atoms and positions in Å:
C (-1.6117, -0.3841, 0.0618)
C (-0.0346, -0.7422, -0.2884)
C (0.0009, 1.0266, -0.0047)
C (1.0357, 0.2577, -0.6666)
C (1.8639, -0.5020, 0.3514)
O (3.0100, -0.6323, 0.6512)
O (0.7821, -1.2070, 0.8292)
H (-2.1182, 0.3706, 0.7196)
H (-1.7634, -1.3200, 0.5646)
H (-2.1507, -0.3572, -0.8820)
H (0.1157, 1.3098, 1.0338)
H (-0.5776, 1.7254, -0.6201)
H (1.3285, 0.4762, -1.6776)



Record 15
A single C5H6O2S molecule in a non-equilibrium geometry, computed with ωB97M-V with the def2-TZVPD basis set.

## Properties
structure (SMILES): C=C[C@@H](O)C(=S)C=O
maximum force: 7.470 eV/Å
DFT total energy: -20208.2720 eV
HOMO-LUMO gap: 7.73 eV
total charge: 0
HOMO: -8.78 eV

Atoms and positions in Å:
C (0.0998, 0.9503, 0.3561)
C (-1.2258, 0.0882, 0.5864)
C (-0.9933, -1.1233, 1.2699)
C (0.3704, 0.6062, -1.1507)
C (0.8095, -0.8111, -1.5813)
H (1.7210, 1.1777, 1.4364)
H (-0.0041, 1.9555, 0.6290)
H (-2.1252, 0.6164, 0.0575)
H (0.2966, -1.2859, 1.3088)
H (-1.6959, -1.7910, 1.5906)
H (0.3856, -1.5836, -0.8466)
O (1.1178, 0.4200, 1.2114)
O (1.2904, -0.9382, -2.6336)
S (-0.0467, 1.7187, -2.2339)



Record 16
A single C5H6O2S molecule in a non-equilibrium geometry, computed with ωB97M-V with the def2-TZVPD basis set.

## Properties
structure (SMILES): C=C1COC(=O)CS1
maximum force: 5.820 eV/Å
DFT total energy: -20208.5876 eV
HOMO-LUMO gap: 9.48 eV
total charge: 0
HOMO: -9.21 eV

Atoms and positions in Å:
C (-2.2008, -0.2550, 0.3299)
C (-0.9985, 0.1734, -0.2539)
C (-0.2674, -0.9973, -0.5796)
C (1.9703, 0.0161, -0.0228)
C (1.2161, 1.3761, 0.3843)
H (-2.1620, -1.5134, 0.5844)
H (-3.0821, 0.3037, 0.8433)
H (-0.5319, -1.0387, -1.7307)
H (-0.8151, -1.9435, -0.3478)
H (0.6910, 1.0856, 1.5445)
H (2.0437, 2.1552, 0.3886)
O (1.1540, -1.0849, -0.3434)
O (3.2331, 0.0176, -0.1678)
S (-0.2505, 1.7051, -0.6289)



Record 17
A single C5H6O2S molecule in a non-equilibrium geometry, computed with ωB97M-V with the def2-TZVPD basis set.

## Properties
structure (SMILES): C=C1C[C@@H](S)C(=O)O1
maximum force: 2.058 eV/Å
DFT total energy: -20211.8689 eV
HOMO-LUMO gap: 10.13 eV
total charge: 0
HOMO: -9.60 eV

Atoms and positions in Å:
C (1.1408, 0.0972, 0.3630)
C (0.0191, -0.7942, -0.1340)
C (-1.1217, 0.1121, -0.1043)
C (-2.4187, -0.1002, -0.0235)
C (0.6691, 1.4748, 0.0173)
H (2.8652, -1.4477, -0.4487)
H (1.2090, 0.1360, 1.4641)
H (-0.1133, -1.7098, 0.4769)
H (0.1869, -1.1387, -1.1534)
H (-3.1586, 0.7080, -0.0882)
H (-2.7565, -1.1234, 0.0670)
O (-0.6882, 1.4088, -0.2242)
O (1.2970, 2.4936, -0.0723)
S (2.8700, -0.1164, -0.1397)



Record 18
A single C5H6O2S molecule in a non-equilibrium geometry, computed with ωB97M-V with the def2-TZVPD basis set.

## Properties
structure (SMILES): C/C=C1\COC(=S)O1
maximum force: 4.088 eV/Å
DFT total energy: -20210.0022 eV
HOMO-LUMO gap: 9.22 eV
total charge: 0
HOMO: -8.88 eV

Atoms and positions in Å:
C (1.2821, -1.0639, -1.4966)
C (1.2131, -0.2547, -0.2165)
C (0.1555, 0.3965, 0.2268)
C (-1.4072, 0.0378, -0.0196)
C (-1.1514, 1.2843, 1.8579)
H (2.0416, -0.4649, -2.1744)
H (2.0804, -1.8761, -1.2567)
H (0.3738, -1.5814, -2.0122)
H (2.1296, 0.1400, 0.3263)
H (-1.8113, 0.4036, -1.0027)
H (-1.5192, -1.1407, 0.1743)
O (-2.0439, 0.9165, 0.9027)
O (0.0949, 1.1380, 1.4042)
S (-1.4378, 2.0650, 3.2867)



Record 19
2 unconnected molecules or ions with the total composition C5H6O2S in a non-equilibrium geometry, computed with ωB97M-V with the def2-TZVPD basis set.

## Properties
multiplicity: 3
expectation value of S²: 2.020
maximum force: 4.991 eV/Å
DFT total energy: -20205.0290 eV
HOMO-LUMO gap (alpha / beta): 5.84 / 7.42 eV
total charge: 0
HOMO (alpha / beta): -5.12 / -8.72 eV

Atoms and positions in Å:
C (1.1864, -0.5888, -0.0061)
C (1.8082, 0.4962, -0.2616)
C (-0.6871, -1.4510, 0.1760)
C (2.2721, 1.7669, -0.6057)
C (-2.8009, -0.6148, 0.5274)
O (-0.8757, -2.5878, -0.0411)
O (-1.3990, -0.4338, 0.3612)
S (2.8365, -1.2176, 0.1388)
H (2.9565, 1.7857, -1.4418)
H (2.7481, 2.2392, 0.2559)
H (1.5355, 2.6556, -0.7114)
H (-3.2136, -1.4192, -0.0777)
H (-3.2796, 0.3756, 0.1018)
H (-3.0875, -1.0064, 1.5843)



Record 20
A molecular structure, C5H6O2Tb in a non-equilibrium geometry, computed with ωB97M-V with the def2-TZVPD basis set.

## Properties
multiplicity: 8
expectation value of S²: 16.394
maximum force: 2.621 eV/Å
DFT total energy: -31801.1480 eV
HOMO-LUMO gap (alpha / beta): 5.36 / 5.86 eV
total charge: 0
HOMO (alpha / beta): -5.66 / -5.92 eV

Atoms and positions in Å:
C (-1.7194, -1.1308, -0.8525)
C (-1.0010, -0.3290, -0.2160)
C (-0.5032, 0.6819, 0.7298)
C (0.4552, 1.6388, 0.0633)
O (1.0877, 2.5194, 0.8119)
Tb (1.8712, 3.2386, 2.9514)
H (-2.6159, -1.6177, -1.2057)
H (-0.0008, 0.1432, 1.5556)
H (-1.3402, 1.2251, 1.2144)
H (0.2578, 1.8975, -0.9903)
C (0.3022, -1.6879, -1.2263)
O (1.1579, -2.3281, -0.4082)
H (0.8969, -0.9762, -1.8347)
H (1.1516, -3.2748, -0.5925)